17
Properties=species:S:1:pos:R:3 method="wB97M-V/def2-TZVPD" energy_ha=-251.8185 de_lowest_kcal_mol=27.6 lumo_energy_ev=1.20 smiles=CC[C@H]1CN1C gap_ha=0.378 largest_force_ha_per_bohr=0.006 e_homo_ev=-9.1
N -1.195 0.552 -0.292
C 1.234 -0.142 -0.412
C -2.459 -0.137 -0.111
C -0.051 -0.027 0.379
C -0.646 1.250 0.855
C 2.410 -0.668 0.407
H -2.612 -0.509 0.917
H -1.204 1.221 1.793
H -0.264 -0.891 1.017
H -2.493 -0.994 -0.791
H -3.286 0.535 -0.363
H 2.713 0.033 1.192
H 1.053 -0.822 -1.254
H 1.480 0.834 -0.847
H 3.275 -0.842 -0.241
H 2.164 -1.623 0.888
H -0.169 2.205 0.641